Below is a molecular structure, C50H47N7O3Sc, with properties calculated with ωB97M-V/def2-TZVPD.

Computed properties:
- Strongest force on any atom: 0.7 eV/Å
- Relative energy (zero: lowest compared OMol25 entry of this formula, charge and spin): 18.3 kcal/mol
- Total charge: +1
- LUMO energy: -2.9 eV
- HOMO level: -10.1 eV
- Orbital gap: 7.29 eV
- DFT total energy: -3303.30417 a.u.

Cartesian coordinates (Å):
Sc 0.1804 -0.1099 0.3812
C -2.8731 1.9154 3.1248
O -2.6871 0.6402 3.7605
C -1.4209 0.3528 4.1864
C -1.2605 -0.0026 5.5102
C -0.0006 -0.3034 6.0293
C 1.0971 -0.2250 5.1988
C 0.9456 0.0963 3.8455
C 2.1215 0.1193 2.9913
N 2.0475 0.1429 1.7150
N 3.2583 0.2857 1.0524
C 3.0300 0.4610 -0.2167
O 1.8431 0.4139 -0.7513
C 4.1892 0.8552 -1.0567
C 3.9778 1.6457 -2.1840
C 5.0515 2.0827 -2.9466
C 6.3441 1.7155 -2.5942
C 6.5572 0.9135 -1.4785
C 5.4860 0.4904 -0.7071
C -0.3236 0.3767 3.3086
O -0.4787 0.6655 2.0249
H -3.9458 2.0272 2.9792
H -2.3603 1.9763 2.1667
H -2.5170 2.7233 3.7706
H -2.1437 -0.0136 6.1412
H 0.1100 -0.5618 7.0757
H 2.0949 -0.4303 5.5784
H 3.1087 0.1380 3.4487
H 2.9643 1.9218 -2.4509
H 4.8818 2.7085 -3.8163
H 7.1857 2.0576 -3.1835
H 7.5654 0.6202 -1.2091
H 5.6436 -0.1189 0.1750
C -5.1013 0.0220 -1.8702
C -5.7483 -0.0409 -0.6492
C -5.0421 -0.4601 0.4655
C -3.6995 -0.8055 0.3299
N -3.0524 -0.6227 -0.8184
C -3.7452 -0.2475 -1.8893
C -2.9680 -1.5527 1.4047
C -3.7101 -2.2317 2.3629
C -3.0759 -3.0563 3.2652
C -1.7083 -3.1968 3.1813
C -1.0271 -2.4773 2.2150
N -1.6354 -1.6722 1.3354
C 0.4432 -2.6416 2.0698
C 1.2293 -3.1365 3.0930
C 2.5717 -3.3769 2.8421
C 3.0789 -3.1409 1.5732
C 2.2397 -2.5923 0.6274
N 0.9545 -2.3126 0.8723
H -5.6221 0.3052 -2.7772
H -6.7969 0.2151 -0.5648
H -5.5432 -0.5274 1.4206
H -3.1791 -0.1546 -2.8142
H -4.7842 -2.1431 2.3831
H -3.6431 -3.6047 4.0056
H -1.1805 -3.8752 3.8369
H 0.8116 -3.3086 4.0739
H 3.2118 -3.7534 3.6309
H 4.1149 -3.3399 1.3312
H 2.5986 -2.3493 -0.3672
C 1.6137 3.2592 0.3824
C 0.2483 3.8487 0.1615
C 0.0418 5.1824 0.5022
C -1.1870 5.7939 0.3372
C -2.2434 5.0526 -0.1617
C -2.0786 3.7211 -0.5212
C -3.2646 2.9389 -1.0126
C -0.8205 3.1227 -0.3813
N -0.6683 1.7433 -0.8322
C -0.4103 1.5284 -2.0716
C -0.1089 2.6223 -3.0585
C -0.3691 0.1089 -2.6453
C -0.6320 -0.0053 -4.1237
N -0.1234 -0.8853 -1.8806
C 0.2813 -2.1571 -2.4444
C -0.4362 -3.3322 -2.1717
C -1.6622 -3.3705 -1.2999
C 0.0022 -4.5328 -2.7162
C 1.1546 -4.6069 -3.4768
C 1.8920 -3.4577 -3.6864
C 1.4849 -2.2249 -3.1848
C 2.4214 -1.0639 -3.4449
H 2.2162 3.9257 0.9979
H 2.1481 3.0950 -0.5550
H 1.5464 2.3143 0.9021
H 0.8777 5.7445 0.9075
H -1.3239 6.8336 0.6104
H -3.2238 5.5032 -0.2749
H -4.1739 3.5334 -0.9326
H -3.3899 2.0397 -0.4143
H -3.1561 2.6349 -2.0584
H 0.1605 3.5401 -2.5463
H -0.9739 2.8310 -3.6953
H 0.7105 2.3167 -3.7126
H -1.4432 0.6623 -4.4187
H -0.8977 -1.0276 -4.3806
H 0.2446 0.2740 -4.7116
H -2.0912 -2.3885 -1.1650
H -1.4008 -3.7611 -0.3114
H -2.4131 -4.0372 -1.7269
H -0.5799 -5.4284 -2.5254
H 1.4837 -5.5534 -3.8907
H 2.8156 -3.5032 -4.2561
H 3.4271 -1.3176 -3.1016
H 2.1380 -0.1536 -2.9312
H 2.4991 -0.8655 -4.5183

Below is a molecular structure, C50H48BrN11O5PRb, with properties calculated with ωB97M-V/def2-TZVPD.

Computed properties:
- Strongest force on any atom: 4.0 eV/Å
- Relative energy (zero: lowest compared OMol25 entry of this formula, charge and spin): 0.0 kcal/mol
- Total charge: -2
- LUMO energy: 3.3 eV
- HOMO level: -0.4 eV
- Orbital gap: 3.67 eV
- DFT total energy: -5851.75643 a.u.

Cartesian coordinates (Å):
Rb 0.6288 0.6221 -0.9536
C 3.3900 5.0417 1.9152
N 2.4988 3.8429 1.9413
C 1.2169 3.8541 2.5076
C 0.6459 2.6696 2.2146
N 1.5368 1.8956 1.4741
C 2.5956 2.6475 1.2483
P 4.0415 2.2142 0.1251
C 4.1768 0.4594 -0.4750
N 3.3502 -0.0837 -1.3522
C 3.9914 -1.2242 -1.8719
C 5.1997 -1.3181 -1.2407
N 5.3169 -0.2952 -0.3374
C 6.4736 -0.1323 0.6558
C 3.5765 3.1196 -1.4429
N 2.3319 3.2391 -1.9122
C 2.4236 4.1099 -3.0034
C 3.6878 4.6149 -3.0614
N 4.4495 3.9922 -2.0645
C 5.9568 3.8923 -2.0744
H 2.9785 5.7536 2.6491
H 4.4231 4.7115 2.1354
H 3.3811 5.4192 0.8538
H 0.8247 4.6429 3.1352
H -0.2735 2.2096 2.4731
H 3.4797 -1.9451 -2.5250
H 6.0261 -2.0083 -1.3601
H 7.2701 0.3719 0.1164
H 6.1019 0.4536 1.5335
H 6.7286 -1.1686 0.9371
H 1.5842 4.2781 -3.6689
H 4.0627 5.3782 -3.7255
H 6.3175 4.6452 -2.8067
H 6.3413 4.1648 -1.0960
H 6.2520 2.8739 -2.3850
Br -0.5614 2.4548 -5.5018
C -1.6352 3.9493 -4.9342
C -2.5189 4.5084 -5.9044
C -3.2277 5.6593 -5.5585
C -3.0968 6.2579 -4.3434
C -2.2731 5.7112 -3.3509
C -2.0619 6.2963 -2.1072
C -1.2888 5.6920 -1.1374
C -0.5619 4.5024 -1.4193
C -0.6327 3.9181 -2.6625
C -1.4877 4.5129 -3.6449
H -2.5547 4.0756 -6.8775
H -3.8641 6.1095 -6.3081
H -3.6249 7.1939 -4.1863
H -2.5540 7.2280 -1.8834
H -1.1224 6.1954 -0.1967
H 0.1231 4.1030 -0.6908
O -1.5869 -1.4072 -3.5342
N -0.4419 -1.3481 -3.0198
N 0.1905 -2.5640 -3.0651
O 1.2294 -2.6896 -2.3394
C -0.3270 -3.6654 -3.7567
C -1.3164 -3.5751 -4.7942
C -1.8263 -4.7646 -5.3279
C -1.3253 -5.9931 -4.9388
C -0.3099 -6.1131 -4.0199
C 0.2176 -4.9731 -3.4397
H -1.5947 -2.6184 -5.1911
H -2.6258 -4.7557 -6.0530
H -1.7208 -6.8778 -5.4616
H 0.1792 -7.0506 -3.7897
H 0.9803 -5.1338 -2.6506
C 0.0316 -4.6130 6.6941
O -0.3848 -4.0439 5.4125
C -1.7064 -4.0943 5.0675
C -2.7389 -4.8152 5.7247
C -4.0316 -4.8023 5.2532
C -4.3939 -4.0377 4.1639
C -3.3839 -3.4259 3.4199
C -2.0775 -3.3548 3.9038
N -1.0564 -2.7639 3.1428
C -1.1680 -1.6903 2.3060
N -2.1948 -0.8027 2.6191
C -2.5700 0.4138 1.9977
C -1.9175 1.0833 0.9939
C -2.4372 2.1506 0.3600
C -3.6433 2.7061 0.7692
C -4.3474 2.0998 1.8218
C -3.7906 0.9715 2.4669
O -4.4241 0.2702 3.4852
C -5.1429 0.9115 4.5611
N -0.3254 -1.5710 1.3143
C 0.5339 -2.5624 0.9178
C 1.9024 -2.3872 1.1588
C 2.8093 -3.4175 1.0050
C 2.3462 -4.7027 0.7079
C 1.0153 -4.9099 0.4334
C 0.0971 -3.8207 0.3710
O -1.1377 -4.1017 -0.0213
C -2.0603 -3.1671 -0.6518
H -0.8043 -4.7250 7.3777
H 0.7102 -3.9102 7.1465
H 0.4789 -5.5987 6.5811
H -2.5450 -5.4283 6.5935
H -4.8238 -5.3669 5.7794
H -5.4334 -3.8827 3.8714
H -3.6191 -3.0615 2.4257
H -0.1582 -3.0641 3.4413
H -2.7792 -1.0496 3.4231
H -2.0044 2.5993 -0.5128
H -4.0313 3.5776 0.2274
H -5.3438 2.3975 2.1025
H -4.4659 1.5953 5.1234
H -5.5185 0.1321 5.2363
H -5.9626 1.5149 4.2159
H 2.1827 -1.4440 1.6218
H 3.8484 -3.2326 1.0937
H 3.0296 -5.5266 0.6162
H 0.6157 -5.8905 0.3163
H -2.4370 -3.6774 -1.5264
H -1.6062 -2.2631 -1.0175
H -2.9018 -2.9987 -0.0050

Below is 10 unconnected molecules or ions with the total composition C50H48F8O2, with properties calculated with ωB97M-V/def2-TZVPD.

Computed properties:
- Strongest force on any atom: 3.8 eV/Å
- SMILES: Fc1ccccc1.Fc1ccccc1.Fc1ccccc1.Fc1ccccc1.Fc1ccccc1.Fc1ccccc1.Fc1ccccc1.Fc1ccccc1.CO.CO
- LUMO energy: 0.3 eV
- HOMO level: -9.3 eV
- Orbital gap: 9.60 eV
- DFT total energy: -2883.35954 a.u.

Cartesian coordinates (Å):
F 16.3653 12.9969 13.1599
C 15.6767 12.2594 14.0327
C 16.2511 11.5193 15.0835
C 15.4319 10.7450 15.9280
C 13.9982 10.7898 15.7069
C 13.4493 11.6092 14.7162
C 14.2912 12.2951 13.8709
H 17.3223 11.5953 15.1986
H 15.8589 10.0537 16.6395
H 13.3535 10.1087 16.2425
H 12.3816 11.7294 14.6071
H 13.8793 12.8603 13.0479
F 18.6037 9.3344 9.4885
C 17.5600 10.0893 9.9921
C 17.2389 11.2958 9.3894
C 16.0362 11.9781 9.7237
C 15.3039 11.3993 10.7491
C 15.6246 10.1976 11.2901
C 16.7660 9.5840 10.9143
H 17.8061 11.7532 8.5922
H 15.7258 12.9099 9.2744
H 14.3633 11.8681 10.9979
H 14.9539 9.7055 11.9790
H 17.0773 8.7025 11.4551
F 12.3295 21.7855 8.3716
C 11.9220 20.8434 9.2460
C 12.8509 20.2028 10.0262
C 12.4984 19.3274 10.9994
C 11.1636 18.9697 11.1896
C 10.2294 19.4276 10.2682
C 10.5910 20.4309 9.3310
H 13.8521 20.5878 9.9009
H 13.1711 18.8969 11.7264
H 10.8720 18.2296 11.9201
H 9.2164 19.0583 10.2054
H 9.8379 20.7053 8.6071
F 9.9272 11.1705 6.0529
C 9.9997 10.1107 6.9191
C 11.1823 9.8557 7.6194
C 11.2743 8.8740 8.5933
C 10.1565 8.0955 8.9242
C 8.9565 8.2649 8.1546
C 8.9072 9.3343 7.2480
H 12.0727 10.4176 7.3788
H 12.1758 8.8067 9.1842
H 10.3005 7.3757 9.7164
H 8.0627 7.6806 8.3157
H 8.0060 9.5146 6.6807
F 13.4415 15.0767 18.1588
C 13.0165 15.4034 16.9377
C 13.7036 14.9999 15.7876
C 13.2474 15.4390 14.5435
C 12.1206 16.2282 14.4536
C 11.3775 16.5769 15.5923
C 11.8560 16.2052 16.8845
H 14.5885 14.3954 15.9217
H 13.5973 15.0482 13.5994
H 11.7804 16.5417 13.4777
H 10.4089 17.0544 15.6080
H 11.3215 16.3019 17.8180
F 7.9762 7.5479 14.0224
C 8.7689 8.5763 13.5686
C 9.8279 8.2822 12.7059
C 10.5666 9.3036 12.1881
C 10.3458 10.6308 12.6171
C 9.2582 10.9226 13.4432
C 8.4875 9.8933 14.0012
H 9.9755 7.2618 12.3844
H 11.3909 9.1079 11.5183
H 10.9782 11.4398 12.2826
H 9.1236 11.9203 13.8343
H 7.6837 10.0856 14.6964
F 16.5896 19.8603 10.1677
C 16.7379 18.5168 10.0748
C 15.7917 17.6383 9.5430
C 16.0119 16.2514 9.5746
C 17.2748 15.7390 10.0484
C 18.2296 16.6286 10.5427
C 17.9262 17.9998 10.5671
H 14.9079 18.0841 9.1112
H 15.2293 15.5966 9.2207
H 17.4882 14.6853 9.9454
H 19.1600 16.2021 10.8873
H 18.6640 18.6559 11.0047
F 11.9812 12.0096 9.9883
C 11.9753 13.3135 9.6681
C 11.3236 13.7145 8.5485
C 11.1779 15.0944 8.3437
C 11.7709 16.0284 9.1847
C 12.4283 15.6283 10.2838
C 12.5091 14.2713 10.5595
H 10.8341 13.0548 7.8474
H 10.6764 15.5214 7.4878
H 11.6262 17.0752 8.9617
H 12.7725 16.3251 11.0338
H 12.9764 13.9662 11.4841
C 7.2099 16.4201 8.2447
O 7.1863 17.7265 8.8145
H 8.1346 16.3772 7.6692
H 7.3214 15.7033 9.0583
H 6.3867 15.9779 7.6836
H 6.8756 18.3011 8.1110
C 9.0206 15.8720 11.3813
O 9.1376 16.4044 12.7017
H 8.8988 16.7298 10.7199
H 9.8047 15.2015 11.0296
H 8.0829 15.3245 11.2870
H 8.9469 15.7840 13.4091

Below is a molecular structure, C50H50GeN3O5P2ReS2, with properties calculated with ωB97M-V/def2-TZVPD.

Computed properties:
- Strongest force on any atom: 1.7 eV/Å
- Total charge: +2
- LUMO energy: -6.3 eV
- HOMO level: -12.7 eV
- Orbital gap: 6.44 eV
- DFT total energy: -6109.71190 a.u.

Cartesian coordinates (Å):
Re -0.1334 -0.7779 0.0284
O -3.7855 -0.6213 -4.1508
C -2.6429 -0.2073 -4.6973
C -2.6703 0.1054 -6.0591
C -1.5373 0.5399 -6.7073
C -0.3278 0.6750 -6.0170
C -0.2802 0.3730 -4.6804
C -1.4251 -0.0709 -3.9926
C -1.3239 -0.3326 -2.5718
O -0.2270 -0.0587 -1.9331
N -2.3674 -0.8163 -1.9083
N -2.0984 -0.9037 -0.5974
C -3.0124 -1.3062 0.2350
C -2.5774 -1.3600 1.5898
C -3.3556 -1.7926 2.6641
C -2.8359 -1.7341 3.9371
C -1.5571 -1.2058 4.1236
C -0.8319 -0.8062 3.0284
N -1.3039 -0.9186 1.7738
H -3.6487 -0.8140 -3.2025
H -3.6141 -0.0057 -6.5764
H -1.5869 0.7800 -7.7609
H 0.5584 1.0174 -6.5328
H 0.6418 0.4788 -4.1227
H -4.0114 -1.5482 -0.1005
H -4.3528 -2.1661 2.4761
H -3.4176 -2.0704 4.7845
H -1.1268 -1.1048 5.1091
H 0.1566 -0.3837 3.1394
C -0.9500 -6.2093 0.9298
C -1.7110 -5.0392 0.3459
O -0.9243 -3.8192 0.3554
P -0.1907 -3.0495 -0.8254
O -0.9290 -3.6584 -2.0998
C -0.3892 -3.3802 -3.4229
C -1.4962 -3.5237 -4.4395
O 1.3139 -3.5501 -0.9711
C 1.7736 -4.9066 -1.1693
C 2.5249 -5.3658 0.0622
H -1.6474 -7.0369 1.0599
H -0.5359 -5.9524 1.9047
H -0.1474 -6.5429 0.2735
H -2.5775 -4.8112 0.9657
H -2.0422 -5.2485 -0.6699
H 0.4198 -4.0863 -3.6158
H 0.0311 -2.3701 -3.4481
H -1.8791 -4.5435 -4.4421
H -1.1006 -3.2919 -5.4282
H -2.3148 -2.8403 -4.2160
H 2.4255 -4.8923 -2.0414
H 0.9249 -5.5592 -1.3821
H 3.3113 -4.6510 0.3040
H 2.9811 -6.3377 -0.1228
H 1.8536 -5.4427 0.9181
S 1.5108 1.8617 1.3221
P 2.9006 0.2663 1.4935
S 1.9277 -1.4549 1.0209
C 3.6321 0.2200 3.1310
C 4.6713 1.1071 3.4185
C 5.2926 1.0407 4.6529
C 4.8843 0.0973 5.5876
C 3.8419 -0.7738 5.2999
C 3.2091 -0.7183 4.0693
C 4.2107 0.5641 0.2986
C 4.2067 1.6831 -0.5294
C 5.2573 1.8671 -1.4158
C 6.2900 0.9432 -1.4766
C 6.2777 -0.1805 -0.6576
C 5.2396 -0.3768 0.2348
H 4.9869 1.8309 2.6769
H 6.1031 1.7192 4.8827
H 5.3877 0.0344 6.5428
H 3.5276 -1.5050 6.0325
H 2.4075 -1.4066 3.8289
H 3.4008 2.4052 -0.4834
H 5.2722 2.7406 -2.0540
H 7.1128 1.0990 -2.1610
H 7.0843 -0.8993 -0.7112
H 5.2263 -1.2465 0.8817
C 0.1492 1.1570 0.6255
Ge -1.1554 2.7566 0.6546
C -0.0139 4.1442 -0.1475
C 0.7310 3.7702 -1.2692
C 1.5204 4.7004 -1.9259
C 1.5769 6.0098 -1.4651
C 0.8299 6.3903 -0.3603
C 0.0304 5.4625 0.2940
C -2.8441 2.6535 -0.3294
C -2.8800 2.3030 -1.6755
C -4.0619 2.3947 -2.3944
C -5.2108 2.8646 -1.7737
C -5.1737 3.2613 -0.4444
C -3.9936 3.1581 0.2773
C -1.5324 2.7794 2.5810
C -2.6010 2.0177 3.0503
C -2.8758 1.9603 4.4089
C -2.0809 2.6608 5.3053
C -1.0213 3.4312 4.8444
C -0.7478 3.4911 3.4856
H 0.6872 2.7447 -1.6291
H 2.0825 4.4091 -2.8051
H 2.1981 6.7354 -1.9731
H 0.8618 7.4159 -0.0164
H -0.5629 5.7642 1.1498
H -1.9664 1.9947 -2.1650
H -4.0807 2.1208 -3.4418
H -6.1333 2.9407 -2.3342
H -6.0597 3.6655 0.0271
H -3.9649 3.4760 1.3134
H -3.2313 1.4864 2.3431
H -3.7169 1.3802 4.7681
H -2.2969 2.6209 6.3651
H -0.4219 3.9987 5.5445
H 0.0690 4.1062 3.1234